Below is a structure of composition C29H57BaCl3N2O3PSi at a distorted geometry, with properties calculated with ωB97M-V/def2-TZVPD.

Output
Gap between HOMO and LUMO (spin up / spin down) ... 2.21 / 2.23 eV
Energy above the lowest of the compared OMol25 structures with the same formula, charge and spin ... 348.1 kJ/mol
Net charge ... -1
Highest occupied orbital energy (spin up / spin down) ... 0.00 / -0.03 eV

Last column: Mulliken charge in e.
Atoms and positions in Å:
1 C 2.56 -2.51 -7.03  -0.65
2 C 1.86 -1.68 -8.04  0.23
3 H 2.29 -3.56 -7.17  0.42
4 H 2.27 -2.21 -6.01  -0.59
5 H 3.65 -2.42 -7.13  0.25
6 C 1.67 -2.14 -9.30  0.16
7 C 2.12 -3.47 -9.80  -1.48
8 H 1.21 -1.51 -10.06  0.32
9 H 1.78 -4.31 -9.18  0.33
10 H 3.21 -3.55 -9.90  0.28
11 H 1.69 -3.59 -10.81  0.38
12 Ba 0.61 -0.21 -2.05  -0.83
13 Cl 0.05 1.30 1.27  0.56
14 Cl 1.56 -2.08 -3.94  -0.54
15 C -0.24 3.34 -2.07  0.48
16 O -0.76 2.22 -1.84  -0.63
17 N -0.83 4.30 -2.79  0.51
18 C -2.21 4.14 -3.25  -0.94
19 C -0.03 5.37 -3.37  -1.04
20 H 0.77 3.60 -1.69  0.21
21 H -2.81 3.71 -2.44  0.20
22 H -2.28 3.50 -4.14  0.14
23 H -2.59 5.14 -3.49  0.43
24 H 0.87 5.50 -2.75  0.33
25 H -0.62 6.29 -3.39  0.30
26 H 0.30 5.13 -4.40  0.31
27 H -0.17 -5.22 -1.01  0.31
28 H -0.32 -3.53 -3.58  0.20
29 C -1.25 -5.07 -1.13  -0.93
30 C -1.34 -3.87 -3.30  -0.76
31 N -1.52 -3.84 -1.87  0.33
32 H -1.70 -4.98 -0.13  0.29
33 C -1.71 -2.69 -1.21  0.10
34 O -1.66 -1.54 -1.70  -0.71
35 H -2.06 -3.23 -3.81  0.24
36 H -1.89 -2.82 -0.12  0.03
37 H -1.70 -5.90 -1.68  0.32
38 H -1.46 -4.92 -3.61  0.32
39 O 0.45 -0.37 -6.56  0.23
40 C 1.43 -0.28 -7.61  0.05
41 C -0.16 0.32 -9.49  -0.23
42 C 1.00 0.61 -8.77  0.07
43 H -0.72 -0.59 -9.23  1.02
44 C -0.55 1.16 -10.53  -1.16
45 H 2.33 0.15 -7.14  0.30
46 C 1.83 1.68 -9.14  -0.29
47 H -1.48 0.93 -11.06  0.40
48 C 0.26 2.23 -10.91  -0.47
49 C 1.46 2.48 -10.22  -0.67
50 H 2.75 1.83 -8.58  0.41
51 H -0.03 2.85 -11.76  0.38
52 H 2.12 3.29 -10.54  0.38
53 Si -0.91 0.58 -6.18  -0.19
54 Cl 1.17 -2.65 -0.37  -0.69
55 C -2.38 0.10 -7.22  -1.16
56 C -0.52 2.41 -6.45  -0.84
57 C -1.18 0.38 -4.38  0.22
58 H -2.27 0.48 -8.25  0.39
59 H -3.32 0.52 -6.82  0.44
60 H -2.48 -0.99 -7.28  0.31
61 H -1.32 -0.68 -4.10  0.50
62 H -1.99 0.99 -3.96  0.05
63 H -0.20 0.79 -4.05  -0.56
64 H -0.33 2.59 -7.52  0.28
65 H 0.37 2.72 -5.88  0.26
66 H -1.37 3.05 -6.15  0.37
67 C -2.82 2.91 2.66  -1.57
68 C -1.57 2.66 3.51  0.50
69 C -1.84 2.87 5.00  -1.51
70 P -0.76 1.06 3.15  0.48
71 C 0.66 0.72 4.23  0.44
72 C 0.24 0.28 5.64  -1.55
73 C 1.65 -0.28 3.60  -1.35
74 C -1.90 -0.36 3.11  0.68
75 C -2.80 -0.41 4.35  -1.50
76 C -2.73 -0.44 1.81  -1.43
77 H -3.65 2.25 2.93  0.23
78 H -2.62 2.81 1.59  0.29
79 H -3.15 3.94 2.83  0.49
80 H -0.80 3.39 3.19  0.54
81 H -2.55 2.15 5.41  0.20
82 H -0.92 2.84 5.60  0.25
83 H -2.27 3.87 5.13  0.59
84 H 1.16 1.71 4.30  0.37
85 H -0.21 -0.72 5.63  0.22
86 H 1.14 0.24 6.27  0.53
87 H -0.45 0.98 6.13  0.33
88 H 2.24 0.20 2.81  0.39
89 H 2.34 -0.64 4.37  0.44
90 H 1.14 -1.15 3.16  0.21
91 H -1.23 -1.24 3.13  0.27
92 H -3.49 0.45 4.40  0.13
93 H -3.41 -1.32 4.30  0.55
94 H -2.23 -0.46 5.29  0.28
95 H -2.10 -0.64 0.93  0.22
96 H -3.44 -1.27 1.91  0.50
97 H -3.30 0.48 1.64  0.10


Below is a structure of composition C29H57Cl3EuN2O3PSi at a distorted geometry, with properties calculated with ωB97M-V/def2-TZVPD.

Output
Gap between HOMO and LUMO (spin up / spin down) ... 4.64 / 7.31 eV
Energy above the lowest of the compared OMol25 structures with the same formula, charge and spin ... 0.0 kJ/mol
<S²> ... 15.759
Spin multiplicity ... 8
Net charge ... -1
Highest occupied orbital energy (spin up / spin down) ... -2.29 / -4.97 eV

Last column: Mulliken spin population.
Atoms and positions in Å:
1 C 4.02 1.44 -2.07  0.00
2 C 4.20 0.05 -1.55  0.00
3 H 4.98 1.97 -2.16  0.00
4 H 3.36 2.02 -1.42  0.00
5 H 3.55 1.41 -3.07  0.00
6 C 5.37 -0.46 -1.12  0.00
7 C 6.67 0.27 -1.07  0.00
8 H 5.41 -1.51 -0.79  0.00
9 H 6.59 1.35 -1.25  0.00
10 H 7.40 -0.13 -1.80  0.00
11 H 7.13 0.14 -0.09  0.00
12 Eu 0.02 0.63 -0.14  6.96
13 Cl -0.56 0.03 -2.66  0.00
14 Cl 0.01 3.23 0.36  0.01
15 C -0.38 -2.86 -0.45  0.00
16 O -0.58 -1.90 0.34  -0.02
17 N -0.34 -4.15 -0.08  0.00
18 C -0.50 -4.54 1.32  0.00
19 C -0.21 -5.22 -1.04  0.00
20 H -0.24 -2.69 -1.53  0.00
21 H -0.66 -3.64 1.93  0.00
22 H 0.40 -5.07 1.68  0.00
23 H -1.35 -5.23 1.42  0.00
24 H -0.06 -4.82 -2.05  0.00
25 H -1.12 -5.85 -1.04  0.00
26 H 0.64 -5.87 -0.79  0.00
27 H 3.41 1.61 0.98  0.00
28 H 4.47 -0.72 1.94  0.00
29 C 2.93 1.70 1.97  0.01
30 C 3.98 -0.36 2.86  0.00
31 N 2.76 0.37 2.54  0.00
32 H 1.98 2.22 1.87  0.00
33 C 1.57 -0.24 2.70  0.00
34 O 0.49 0.18 2.22  0.00
35 H 3.72 -1.23 3.49  0.00
36 H 1.63 -1.17 3.30  0.00
37 H 3.61 2.25 2.63  0.00
38 H 4.66 0.30 3.40  0.00
39 O 2.14 -0.15 -0.46  0.00
40 C 2.89 -0.73 -1.45  0.00
41 C 3.16 -2.86 -0.02  0.00
42 C 3.02 -2.25 -1.27  0.00
43 H 3.17 -2.25 0.89  0.00
44 C 3.32 -4.25 0.06  0.00
45 H 2.36 -0.56 -2.40  0.00
46 C 2.99 -3.03 -2.42  0.00
47 H 3.45 -4.74 1.03  0.00
48 C 3.32 -5.03 -1.10  0.00
49 C 3.16 -4.41 -2.34  0.00
50 H 2.87 -2.54 -3.38  0.00
51 H 3.42 -6.11 -1.05  0.00
52 H 3.16 -5.00 -3.26  0.00
53 Si -0.39 6.92 -0.71  0.00
54 Cl 1.61 6.45 -1.10  0.00
55 C -0.57 6.72 1.15  0.00
56 C -1.28 5.71 -1.84  0.00
57 C -0.95 8.67 -1.15  0.00
58 H -0.20 5.73 1.45  0.00
59 H -1.62 6.80 1.46  0.00
60 H 0.01 7.50 1.66  0.00
61 H -0.43 9.42 -0.54  0.00
62 H -2.03 8.79 -0.96  0.00
63 H -0.78 8.90 -2.21  0.00
64 H -0.87 4.69 -1.69  0.00
65 H -1.11 6.02 -2.88  0.00
66 H -2.36 5.69 -1.65  0.00
67 C -3.61 2.67 -1.04  0.01
68 C -4.17 1.99 0.22  0.00
69 C -5.68 1.79 0.11  0.00
70 P -3.14 0.51 0.63  0.04
71 C -3.22 0.28 2.47  -0.01
72 C -4.58 0.58 3.10  0.00
73 C -2.66 -1.09 2.89  0.00
74 C -3.92 -0.98 -0.18  -0.01
75 C -5.21 -1.50 0.44  0.00
76 C -4.05 -0.78 -1.69  0.01
77 H -3.70 2.03 -1.93  0.00
78 H -2.55 2.94 -0.90  0.00
79 H -4.18 3.60 -1.22  0.00
80 H -3.97 2.65 1.08  0.00
81 H -5.97 1.16 -0.74  0.00
82 H -6.13 1.38 1.02  0.00
83 H -6.12 2.79 -0.06  0.00
84 H -2.51 1.05 2.81  0.00
85 H -5.36 -0.12 2.77  0.00
86 H -4.47 0.47 4.19  0.00
87 H -4.91 1.61 2.90  0.00
88 H -1.59 -1.15 2.66  0.00
89 H -2.79 -1.20 3.98  0.00
90 H -3.18 -1.92 2.40  0.00
91 H -3.14 -1.74 -0.01  0.00
92 H -6.02 -0.75 0.43  0.00
93 H -5.54 -2.36 -0.15  0.00
94 H -5.08 -1.86 1.48  0.00
95 H -3.09 -0.54 -2.15  0.00
96 H -4.40 -1.73 -2.12  0.00
97 H -4.78 0.00 -1.95  0.00


Below is a structure of composition C29H57Cl3FeN2O3PSi at a distorted geometry, with properties calculated with ωB97M-V/def2-TZVPD.

Output
Gap between HOMO and LUMO (spin up / spin down) ... 7.52 / 3.85 eV
Energy above the lowest of the compared OMol25 structures with the same formula, charge and spin ... 474.4 kJ/mol
<S²> ... 8.770
Spin multiplicity ... 6
Net charge ... 0
Highest occupied orbital energy (spin up / spin down) ... -6.98 / -6.28 eV

Last column: Mulliken spin population.
Atoms and positions in Å:
1 C 1.75 -1.27 -5.08  0.00
2 C 1.14 0.04 -4.71  0.00
3 H 1.81 -1.37 -6.18  0.00
4 H 1.14 -2.10 -4.66  0.00
5 H 2.77 -1.40 -4.67  0.00
6 C 0.53 0.88 -5.56  0.01
7 C 0.22 0.54 -6.98  0.00
8 H 0.21 1.88 -5.24  0.00
9 H -0.21 -0.47 -7.08  0.00
10 H 1.11 0.56 -7.64  0.00
11 H -0.50 1.25 -7.39  0.00
12 Fe 0.55 -1.87 0.64  4.11
13 Cl 2.32 -0.52 0.20  0.23
14 Cl -0.30 -3.87 1.37  0.18
15 C 0.61 2.35 0.71  0.01
16 O -0.22 1.46 0.48  -0.01
17 N 0.27 3.62 1.06  0.00
18 C -1.11 4.08 0.93  0.00
19 C 1.27 4.65 1.27  0.00
20 H 1.70 2.16 0.65  0.00
21 H -1.79 3.24 1.06  0.00
22 H -1.29 4.55 -0.04  0.00
23 H -1.30 4.83 1.70  0.00
24 H 2.25 4.18 1.45  0.00
25 H 0.99 5.25 2.14  0.00
26 H 1.35 5.33 0.40  0.00
27 H -1.89 -1.41 -3.66  0.00
28 H -2.76 0.96 -4.03  0.00
29 C -2.60 -1.46 -2.84  0.00
30 C -3.32 0.88 -3.08  0.00
31 N -2.72 -0.14 -2.25  0.01
32 H -2.24 -2.12 -2.05  0.00
33 C -2.42 0.04 -0.95  0.00
34 O -2.14 -0.89 -0.16  0.01
35 H -3.30 1.85 -2.56  0.00
36 H -2.42 1.11 -0.65  0.00
37 H -3.58 -1.76 -3.21  0.00
38 H -4.37 0.63 -3.35  0.00
39 O 0.13 -0.45 -2.71  0.21
40 C 1.12 0.28 -3.19  -0.01
41 C -0.20 2.38 -2.66  -0.01
42 C 1.04 1.77 -2.75  0.03
43 H -1.08 1.73 -2.75  0.00
44 C -0.28 3.76 -2.44  0.00
45 H 2.12 -0.02 -2.82  0.01
46 C 2.20 2.49 -2.47  0.00
47 H -1.27 4.23 -2.38  0.00
48 C 0.89 4.50 -2.27  0.00
49 C 2.14 3.86 -2.21  0.00
50 H 3.14 1.93 -2.44  0.00
51 H 0.82 5.58 -2.14  0.00
52 H 3.03 4.42 -1.91  0.00
53 Si 0.55 -4.95 -1.22  -0.01
54 Cl 0.79 -2.78 -1.46  0.08
55 C -1.29 -5.32 -1.09  0.01
56 C 1.80 -5.58 0.03  0.01
57 C 1.05 -5.61 -2.95  0.00
58 H -1.88 -4.42 -1.33  0.00
59 H -1.59 -5.70 -0.10  0.00
60 H -1.50 -6.10 -1.84  0.00
61 H 0.20 -5.54 -3.66  0.00
62 H 1.30 -6.68 -2.81  0.00
63 H 1.91 -5.09 -3.39  0.00
64 H 2.54 -4.82 0.34  0.00
65 H 2.33 -6.40 -0.49  0.00
66 H 1.33 -5.99 0.94  0.00
67 C -1.90 0.94 3.17  0.02
68 C -0.50 0.51 3.61  0.00
69 C -0.28 0.83 5.10  0.01
70 P -0.09 -1.18 3.00  0.06
71 C 1.55 -1.57 3.82  0.03
72 C 1.39 -2.11 5.24  0.00
73 C 2.43 -2.53 3.02  0.01
74 C -1.50 -2.18 3.76  0.01
75 C -1.89 -2.00 5.23  0.00
76 C -2.77 -2.09 2.91  0.02
77 H -2.68 0.51 3.82  0.00
78 H -2.10 0.66 2.12  -0.01
79 H -1.97 2.04 3.24  0.00
80 H 0.23 1.10 3.03  0.00
81 H -0.92 0.23 5.76  0.00
82 H 0.77 0.70 5.40  0.00
83 H -0.55 1.89 5.27  0.00
84 H 2.02 -0.57 3.83  0.00
85 H 0.85 -3.07 5.28  0.00
86 H 2.39 -2.30 5.65  0.00
87 H 0.89 -1.42 5.92  0.00
88 H 2.77 -2.06 2.08  0.00
89 H 3.33 -2.75 3.61  0.00
90 H 1.88 -3.46 2.81  0.00
91 H -1.07 -3.19 3.66  -0.01
92 H -2.41 -1.05 5.42  0.00
93 H -2.61 -2.81 5.45  0.00
94 H -1.06 -2.13 5.93  0.00
95 H -2.53 -2.03 1.83  0.00
96 H -3.37 -2.99 3.09  0.00
97 H -3.40 -1.23 3.16  0.00